[1]
Formula: C32H56N8
Source: OMol25
Level of theory: wB97M-V/def2-TZVPD

Each line ends with the Mulliken charge.
Cartesian coordinates (Å):
C (-1.399, 1.379, 4.109)  -0.555
C (-2.219, 0.416, 4.986)  -0.581
C (-1.792, -1.043, 4.863)  -0.487
C (-2.025, -1.614, 3.546)  0.359
N (-2.170, -2.032, 2.489)  -0.479
H (-1.378, 2.373, 4.551)  0.417
H (-1.821, 1.415, 3.105)  0.075
H (-0.373, 1.019, 4.031)  0.021
H (-3.284, 0.567, 4.804)  0.334
H (-2.092, 0.689, 6.037)  0.320
H (-2.404, -1.646, 5.542)  0.350
H (-0.742, -1.153, 5.135)  0.242
C (2.797, 3.859, 0.027)  -0.893
C (2.517, 3.863, 1.526)  -0.743
C (2.856, 2.553, 2.238)  1.001
C (4.267, 2.134, 2.142)  0.060
N (5.349, 1.778, 2.011)  -0.527
H (3.785, 3.463, -0.209)  0.327
H (2.647, 4.851, -0.388)  0.392
H (2.123, 3.141, -0.450)  0.042
H (1.477, 4.106, 1.739)  0.365
H (3.133, 4.641, 1.989)  0.401
H (2.300, 1.716, 1.802)  -0.831
H (2.611, 2.551, 3.301)  0.431
C (-0.508, 1.391, -0.371)  -1.240
C (-1.111, 0.008, -0.065)  1.687
C (-0.020, -1.032, 0.245)  -0.313
C (0.639, -0.777, 1.535)  -0.812
N (1.152, -0.566, 2.540)  -0.055
H (-1.308, 2.062, -0.684)  0.334
H (0.246, 1.296, -1.150)  0.336
H (-0.062, 1.775, 0.550)  0.022
H (-1.579, -0.362, -0.981)  -1.906
H (-1.877, 0.078, 0.706)  0.592
H (0.726, -0.910, -0.543)  0.656
H (-0.414, -2.043, 0.240)  0.560
C (5.258, -1.353, 4.601)  -1.195
C (3.816, -1.853, 4.603)  -0.445
C (3.476, -2.738, 3.413)  1.093
C (4.517, -3.714, 3.049)  -0.010
N (5.324, -4.481, 2.767)  -0.532
H (5.482, -0.770, 3.703)  0.181
H (5.970, -2.171, 4.710)  0.394
H (5.489, -0.656, 5.410)  0.380
H (3.124, -1.010, 4.631)  0.223
H (3.621, -2.400, 5.528)  0.342
H (3.405, -2.176, 2.478)  -0.961
H (2.512, -3.223, 3.556)  0.469
C (-1.479, 0.346, -4.291)  -0.537
C (-2.142, 0.202, -5.664)  -0.562
C (-1.893, 1.399, -6.571)  -0.554
C (-0.446, 1.608, -6.817)  0.180
N (0.684, 1.741, -6.985)  -0.431
H (-1.801, -0.468, -3.640)  -0.281
H (-1.738, 1.267, -3.766)  0.284
H (-0.398, 0.252, -4.393)  0.565
H (-3.218, 0.084, -5.525)  0.296
H (-1.776, -0.702, -6.150)  0.340
H (-2.258, 2.368, -6.228)  0.298
H (-2.294, 1.248, -7.578)  0.362
C (-4.204, 0.892, -1.739)  -0.199
C (-4.311, 2.075, -0.778)  -0.402
C (-5.383, 3.124, -1.097)  -0.619
C (-6.720, 2.530, -1.180)  0.200
N (-7.762, 2.056, -1.190)  -0.432
H (-3.991, 1.193, -2.766)  0.233
H (-5.101, 0.271, -1.716)  0.589
H (-3.394, 0.257, -1.376)  -0.399
H (-3.334, 2.539, -0.646)  0.108
H (-4.564, 1.632, 0.192)  0.294
H (-5.152, 3.584, -2.060)  0.310
H (-5.352, 3.886, -0.322)  0.370
C (-4.298, -2.312, -4.004)  -0.549
C (-4.039, -3.425, -2.988)  -0.798
C (-3.168, -3.006, -1.801)  0.069
C (-1.759, -2.778, -2.164)  0.241
N (-0.658, -2.641, -2.460)  -0.510
H (-4.728, -1.449, -3.493)  0.087
H (-4.973, -2.645, -4.785)  0.432
H (-3.327, -2.013, -4.402)  0.011
H (-3.596, -4.306, -3.459)  0.330
H (-4.965, -3.830, -2.570)  0.366
H (-3.179, -3.788, -1.044)  0.523
H (-3.503, -2.052, -1.386)  -0.077
C (6.299, -1.014, -0.191)  -1.148
C (5.000, -1.810, -0.263)  -0.775
C (3.796, -1.022, 0.240)  0.636
C (3.345, -0.022, -0.740)  0.038
N (3.011, 0.772, -1.499)  -0.622
H (6.178, -0.087, -0.759)  0.313
H (7.095, -1.553, -0.706)  0.405
H (6.607, -0.782, 0.826)  0.235
H (5.075, -2.770, 0.253)  0.383
H (4.859, -2.110, -1.306)  0.359
H (3.989, -0.485, 1.171)  -0.077
H (2.925, -1.656, 0.421)  0.271

Summary:
HOMO energy   -0.41415 Eh
E   -46011.919 eV
Energy above the lowest of the compared OMol25 structures with the same formula, charge and spin   0.61 kJ/mol
Multiplicity   1
Total charge   0
Frontier orbital gap   11.470 eV
Structure (SMILES)   CCCC#N.CCCC#N.CCCC#N.CCCC#N.CCCC#N.CCCC#N.CCCC#N.CCCC#N
LUMO   0.20 eV



[2]
Formula: C42H57N9O4
Source: OMol25
Level of theory: wB97M-V/def2-TZVPD

Each line ends with the Mulliken charge.
Cartesian coordinates (Å):
C (2.620, 1.187, -2.505)  -1.507
C (1.715, 0.425, -3.476)  0.453
C (1.281, 1.151, -4.775)  0.636
C (1.616, 2.637, -4.898)  -0.782
C (0.689, 3.559, -4.107)  -0.754
O (-0.686, 3.118, -4.228)  -0.328
C (-1.192, 2.414, -3.246)  0.812
O (-0.637, 2.030, -2.253)  -0.524
O (-2.515, 2.131, -3.438)  -0.168
O (-2.789, 1.719, -4.785)  -0.400
H (2.622, 0.685, -1.536)  0.433
H (2.287, 2.208, -2.324)  0.207
H (3.657, 1.210, -2.849)  0.415
H (2.255, -0.477, -3.774)  0.602
H (0.829, 0.084, -2.944)  -0.545
H (1.761, 0.630, -5.608)  -0.066
H (0.209, 1.010, -4.936)  -0.300
H (1.536, 2.926, -5.949)  0.421
H (2.651, 2.826, -4.605)  0.360
H (0.677, 4.559, -4.535)  0.387
H (0.956, 3.638, -3.055)  0.306
H (-2.115, 1.039, -4.956)  0.329
C (-1.019, -3.827, -3.038)  -0.401
C (-2.022, -3.230, -3.848)  -0.637
C (-2.120, -1.916, -3.471)  -0.403
N (-1.214, -1.700, -2.470)  0.055
C (-0.541, -2.857, -2.196)  -0.533
H (-0.690, -4.853, -3.066)  0.440
H (-2.609, -3.711, -4.613)  0.431
H (-2.764, -1.127, -3.824)  0.467
H (-1.075, -0.822, -1.999)  0.197
H (0.217, -2.893, -1.433)  0.389
C (1.827, -2.032, -7.639)  -0.396
C (1.619, -1.811, -9.028)  -0.668
C (2.843, -1.564, -9.589)  -0.712
N (3.780, -1.627, -8.592)  0.171
C (3.168, -1.919, -7.398)  -0.886
H (1.075, -2.242, -6.895)  0.714
H (0.677, -1.815, -9.550)  0.431
H (3.126, -1.336, -10.603)  0.447
H (4.767, -1.492, -8.728)  0.251
H (3.734, -2.011, -6.485)  0.638
C (-4.586, 3.838, 0.883)  -1.004
C (-3.566, 3.723, 1.866)  -0.120
C (-2.432, 3.293, 1.225)  -0.561
N (-2.727, 3.144, -0.099)  0.079
C (-4.035, 3.472, -0.317)  -0.298
H (-5.605, 4.147, 1.041)  0.401
H (-3.665, 3.929, 2.920)  0.367
H (-1.441, 3.075, 1.590)  0.449
H (-2.080, 2.838, -0.805)  0.266
H (-4.464, 3.412, -1.303)  0.438
C (-0.152, 4.019, 6.349)  -0.964
C (-0.485, 5.399, 6.242)  -0.414
C (-1.060, 5.581, 5.012)  -0.577
N (-1.092, 4.369, 4.380)  0.163
C (-0.543, 3.411, 5.183)  -0.284
H (0.323, 3.530, 7.185)  0.646
H (-0.320, 6.165, 6.980)  0.410
H (-1.452, 6.464, 4.538)  0.390
H (-1.463, 4.210, 3.460)  0.228
H (-0.479, 2.384, 4.865)  0.387
C (4.872, -7.116, -7.071)  -0.536
C (6.089, -6.531, -7.514)  -0.578
C (5.808, -5.243, -7.888)  -0.304
N (4.472, -5.029, -7.686)  0.063
C (3.894, -6.163, -7.190)  -0.390
H (4.731, -8.120, -6.706)  0.385
H (7.057, -7.002, -7.554)  0.381
H (6.445, -4.468, -8.278)  0.333
H (3.987, -4.169, -7.875)  0.297
H (2.842, -6.196, -6.963)  0.364
C (-3.934, 0.565, 8.574)  0.232
C (-4.510, 0.884, 7.316)  -0.680
C (-3.773, 1.909, 6.782)  -0.310
N (-2.778, 2.220, 7.663)  0.113
C (-2.868, 1.410, 8.758)  -1.257
H (-4.266, -0.190, 9.266)  0.254
H (-5.367, 0.418, 6.858)  0.413
H (-3.871, 2.438, 5.849)  0.417
H (-2.082, 2.933, 7.512)  0.160
H (-2.176, 1.504, 9.579)  0.671
C (0.393, -3.113, 9.716)  -0.584
C (1.472, -2.198, 9.581)  -0.563
C (0.931, -0.965, 9.326)  -0.382
N (-0.429, -1.101, 9.303)  0.112
C (-0.766, -2.404, 9.538)  -0.344
H (0.461, -4.169, 9.916)  0.389
H (2.523, -2.420, 9.660)  0.382
H (1.398, -0.010, 9.161)  0.352
H (-1.086, -0.357, 9.136)  0.257
H (-1.795, -2.720, 9.552)  0.375
C (-7.439, -3.427, 11.047)  -0.404
C (-7.485, -3.063, 9.674)  -0.535
C (-6.291, -2.466, 9.367)  -0.315
N (-5.527, -2.458, 10.503)  0.101
C (-6.218, -3.041, 11.530)  -0.521
H (-8.213, -3.917, 11.613)  0.393
H (-8.301, -3.223, 8.989)  0.395
H (-5.923, -2.052, 8.444)  0.340
H (-4.599, -2.084, 10.576)  0.176
H (-5.784, -3.132, 12.511)  0.370
C (6.822, 2.145, -5.754)  -0.575
C (5.927, 2.985, -6.470)  -0.609
C (5.053, 2.172, -7.143)  -0.402
N (5.387, 0.876, -6.859)  0.071
C (6.463, 0.849, -6.014)  -0.462
H (7.636, 2.457, -5.120)  0.411
H (5.926, 4.062, -6.491)  0.413
H (4.227, 2.403, -7.794)  0.437
H (4.903, 0.073, -7.216)  0.319
H (6.879, -0.082, -5.668)  0.393

Summary:
HOMO energy   -0.30105 Eh
E   -66074.575 eV
Multiplicity   1
Total charge   0
Frontier orbital gap   8.345 eV
Structure (SMILES)   CCCCCOC(=O)OO.c1cc[nH]c1.c1cc[nH]c1.c1cc[nH]c1.c1cc[nH]c1.c1cc[nH]c1.c1cc[nH]c1.c1cc[nH]c1.c1cc[nH]c1.c1cc[nH]c1
LUMO   0.15 eV



[3]
Formula: C44H37Cl5N4O7P2S3Tl
Source: OMol25
Level of theory: wB97M-V/def2-TZVPD

Each line ends with the Mulliken charge.
Cartesian coordinates (Å):
Tl (-1.387, -0.187, -0.188)  1.289
C (0.363, 2.139, 4.587)  -1.699
C (-0.770, 1.139, 4.384)  1.053
O (-1.494, 0.891, 5.589)  -0.671
P (-2.044, 1.828, 3.290)  0.044
O (-2.993, 0.717, 2.745)  -0.430
O (-2.908, 2.793, 4.188)  -0.435
O (-1.526, 2.809, 2.218)  -0.156
P (-0.135, -0.343, 3.471)  0.372
O (-1.466, -1.310, 3.525)  -0.598
O (0.997, -0.979, 4.157)  -0.823
O (-0.157, 0.230, 2.087)  -0.352
H (-0.009, 3.083, 4.986)  0.361
H (0.889, 2.319, 3.651)  0.342
H (1.073, 1.703, 5.291)  0.447
H (-0.914, 0.431, 6.210)  0.390
H (-2.661, -0.192, 2.930)  0.576
H (-3.029, 2.430, 5.080)  0.423
H (-1.344, -2.084, 4.083)  0.314
Cl (-0.567, -4.013, -4.109)  -0.143
C (0.751, -3.664, -3.049)  0.626
C (0.804, -2.430, -2.406)  -1.374
C (1.798, -2.259, -1.426)  0.514
Cl (1.829, -0.787, -0.529)  -0.080
C (2.735, -3.247, -1.148)  0.152
Cl (3.931, -2.998, 0.055)  -0.173
C (2.704, -4.447, -1.861)  0.272
Cl (3.876, -5.661, -1.561)  -0.175
C (1.700, -4.655, -2.803)  0.175
Cl (1.622, -6.146, -3.650)  -0.181
N (-1.406, 2.486, 0.745)  0.099
S (-2.284, 3.629, 0.002)  1.351
N (-2.358, 1.300, -2.093)  -0.556
S (-1.553, 1.759, -3.219)  2.138
N (-0.295, 0.887, -3.824)  -0.563
S (-0.337, -0.658, -3.950)  0.694
N (-0.049, -1.352, -2.622)  0.296
C (-1.900, -1.102, -4.656)  0.508
C (-2.821, -1.723, -3.826)  -0.289
C (-4.099, -1.958, -4.306)  -0.963
C (-4.439, -1.579, -5.597)  -0.698
C (-3.511, -0.947, -6.413)  -1.258
C (-2.235, -0.689, -5.940)  -0.115
C (0.963, -1.024, -5.098)  0.498
C (0.807, -1.725, -6.282)  0.088
C (1.925, -1.946, -7.075)  -0.943
C (3.168, -1.481, -6.677)  -0.620
C (3.312, -0.796, -5.478)  -0.796
C (2.208, -0.560, -4.678)  -0.655
C (-2.505, 2.139, -4.683)  -0.097
C (-1.912, 2.479, -5.891)  -0.475
C (-2.723, 2.742, -6.981)  -0.845
C (-4.108, 2.657, -6.857)  -0.581
C (-4.684, 2.318, -5.643)  -0.873
C (-3.878, 2.061, -4.540)  -0.453
C (-0.600, 3.258, -2.973)  -0.079
C (0.554, 3.155, -2.207)  -0.357
C (1.259, 4.303, -1.887)  -0.798
C (0.821, 5.540, -2.344)  -0.589
C (-0.338, 5.630, -3.098)  -0.957
C (-1.065, 4.487, -3.408)  -0.144
C (-1.706, 5.248, 0.442)  0.459
C (-2.331, 6.326, -0.172)  -0.584
C (-1.869, 7.607, 0.077)  -0.806
C (-0.776, 7.797, 0.912)  -0.607
C (-0.146, 6.709, 1.498)  -0.795
C (-0.610, 5.421, 1.270)  -0.574
C (-3.917, 3.548, 0.702)  0.111
C (-4.625, 2.414, 0.326)  -0.427
C (-5.896, 2.219, 0.840)  -0.779
C (-6.447, 3.157, 1.705)  -0.611
C (-5.729, 4.290, 2.058)  -0.824
C (-4.451, 4.495, 1.558)  -0.337
H (-2.532, -2.024, -2.829)  0.563
H (-4.827, -2.444, -3.672)  0.525
H (-5.437, -1.772, -5.968)  0.465
H (-3.781, -0.640, -7.414)  0.485
H (-1.526, -0.156, -6.557)  0.815
H (-0.148, -2.135, -6.569)  0.474
H (1.820, -2.497, -7.998)  0.461
H (4.034, -1.662, -7.299)  0.427
H (4.285, -0.447, -5.162)  0.471
H (2.304, -0.024, -3.743)  0.384
H (-0.833, 2.533, -5.973)  0.546
H (-2.281, 3.014, -7.929)  0.442
H (-4.736, 2.860, -7.713)  0.430
H (-5.760, 2.256, -5.551)  0.465
H (-4.289, 1.784, -3.579)  0.559
H (0.891, 2.187, -1.861)  0.515
H (2.156, 4.232, -1.287)  0.475
H (1.383, 6.432, -2.107)  0.463
H (-0.684, 6.594, -3.447)  0.440
H (-1.976, 4.562, -3.986)  0.554
H (-3.170, 6.166, -0.838)  0.512
H (-2.352, 8.454, -0.391)  0.452
H (-0.412, 8.798, 1.103)  0.429
H (0.711, 6.861, 2.140)  0.465
H (-0.114, 4.567, 1.707)  0.678
H (-4.185, 1.709, -0.373)  0.430
H (-6.457, 1.338, 0.562)  0.477
H (-7.439, 3.003, 2.105)  0.401
H (-6.159, 5.018, 2.732)  0.438
H (-3.884, 5.366, 1.854)  0.507

Summary:
HOMO energy   -0.38654 Eh
E   -184903.870 eV
Energy above the lowest of the compared OMol25 structures with the same formula, charge and spin   50.03 kJ/mol
Multiplicity   1
Total charge   +1
Frontier orbital gap   8.625 eV
LUMO   -1.89 eV



[4]
Formula: C30H23N8O2PtS
Source: OMol25
Level of theory: wB97M-V/def2-TZVPD

Each line ends with the Mulliken spin population.
Cartesian coordinates (Å):
Pt (-0.197, -0.128, 0.079)  1.358
O (3.344, 2.121, 0.660)  0.487
C (2.519, 1.333, 0.181)  -0.033
N (1.449, 0.934, 0.890)  0.054
C (1.344, 1.620, 2.047)  -0.024
O (2.228, 2.403, 2.406)  0.460
C (0.110, 1.380, 2.850)  0.080
C (-0.111, 2.050, 4.036)  0.002
C (-1.294, 1.792, 4.722)  -0.006
C (-2.190, 0.880, 4.193)  0.002
C (-1.883, 0.248, 2.991)  -0.001
N (-0.757, 0.490, 2.328)  0.084
C (2.592, 0.864, -1.230)  0.091
C (3.687, 1.168, -2.015)  -0.006
C (3.648, 0.813, -3.360)  -0.004
C (2.510, 0.201, -3.849)  -0.002
C (1.455, -0.066, -2.980)  -0.001
N (1.491, 0.237, -1.688)  0.087
H (0.622, 2.755, 4.406)  0.002
H (-1.507, 2.298, 5.654)  0.000
H (-3.119, 0.652, 4.695)  0.001
H (-2.563, -0.470, 2.548)  0.002
H (4.536, 1.682, -1.586)  0.001
H (4.484, 1.035, -4.010)  0.000
H (2.421, -0.060, -4.895)  0.001
H (0.544, -0.517, -3.350)  0.000
C (-0.647, 5.570, 0.225)  -0.002
C (-1.882, 5.082, 0.638)  0.001
C (-2.220, 3.759, 0.414)  0.010
C (-1.296, 2.930, -0.218)  0.032
C (-0.057, 3.407, -0.632)  -0.033
C (0.262, 4.737, -0.419)  0.003
N (-1.589, 1.557, -0.448)  0.141
N (-2.778, 1.261, -0.618)  0.001
C (-3.055, -0.124, -0.715)  0.015
C (-4.345, -0.485, -1.055)  0.009
C (-4.663, -1.834, -1.104)  -0.002
C (-3.683, -2.763, -0.790)  0.003
C (-2.414, -2.317, -0.459)  -0.009
N (-2.093, -1.020, -0.433)  0.085
H (-0.395, 6.607, 0.397)  0.000
H (-2.585, 5.739, 1.131)  0.000
H (-3.179, 3.367, 0.725)  0.001
H (0.612, 2.754, -1.176)  0.004
H (1.209, 5.131, -0.762)  0.000
H (-5.068, 0.291, -1.267)  0.000
H (-5.663, -2.153, -1.369)  0.000
H (-3.894, -3.823, -0.791)  0.000
H (-1.630, -3.012, -0.193)  -0.007
N (1.673, -1.995, 2.555)  0.164
C (1.768, -2.731, 1.474)  0.050
N (1.081, -2.405, 0.351)  0.217
C (1.280, -3.335, -0.586)  0.196
C (0.677, -3.345, -1.877)  0.077
C (0.974, -4.364, -2.727)  0.049
C (1.874, -5.398, -2.342)  0.233
C (2.479, -5.424, -1.084)  -0.008
C (2.177, -4.404, -0.219)  0.158
S (2.744, -4.167, 1.405)  -0.021
H (1.049, -1.198, 2.545)  -0.007
H (2.161, -2.225, 3.410)  -0.009
H (-0.015, -2.558, -2.139)  0.004
H (0.526, -4.409, -3.710)  0.002
H (2.090, -6.192, -3.045)  0.001
H (3.153, -6.226, -0.814)  0.005

Summary:
HOMO energy (alpha / beta)   -0.59316 / -0.60932 Eh
E   -61553.494 eV
Energy above the lowest of the compared OMol25 structures with the same formula, charge and spin   12.41 kJ/mol
Expectation value of S²   6.045
Multiplicity   5
Total charge   +3
Frontier orbital gap (alpha / beta)   7.098 / 4.957 eV
LUMO (alpha / beta)   -9.04 / -11.62 eV



Q: multiplicity of number 1 (C32H56N8)?
A: 1



Q: Among the records above, which one has the highest multiplicity?
A: C30H23N8O2PtS



Q: Which value of E does entry 2 give?
A: -66074.575 eV